No. 1
{"formula": "C11H11IN2", "method": "ωB97M-V/def2-TZVPD", "orbital_gap_ev": 7.9, "de_lowest_kj_mol": 305.9, "total_energy_ha": -832.84831, "charge": 0, "symbols": ["C", "C", "C", "I", "C", "C", "C", "N", "C", "C", "C", "N", "C", "C", "H", "H", "H", "H", "H", "H", "H", "H", "H", "H", "H"], "xyz": [[-2.74, 2.48, -0.32], [-2.04, 1.11, -0.18], [-2.77, -0.08, 0.07], [-4.84, -0.09, 0.08], [-2.22, -1.41, 0.05], [-0.89, -1.62, -0.03], [0.32, -0.73, -0.10], [1.42, -1.55, -0.13], [2.66, -1.09, 0.10], [3.60, -2.18, 0.43], [2.82, 0.29, 0.21], [1.87, 1.14, -0.06], [0.58, 0.63, -0.16], [-0.39, 1.72, -0.34], [-2.04, 3.28, -0.56], [-3.49, 2.68, 0.50], [-3.15, 2.42, -1.34], [-2.90, -2.25, 0.38], [-0.53, -2.63, 0.24], [3.44, -2.49, 1.46], [3.39, -2.98, -0.28], [4.61, -1.84, 0.32], [3.82, 0.67, 0.46], [-0.33, 2.24, -1.30], [-0.21, 2.28, 0.51]], "nbo_charge": [-0.682, 0.057, -0.251, 0.153, -0.237, -0.188, 0.110, -0.381, 0.164, -0.635, 0.020, -0.387, 0.160, -0.392, 0.219, 0.240, 0.231, 0.233, 0.233, 0.231, 0.241, 0.211, 0.189, 0.233, 0.228]}

---

No. 2
{"formula": "C11H11N", "method": "ωB97M-V/def2-TZVPD", "orbital_gap_ev": 8.0, "de_lowest_kj_mol": 371.8, "total_energy_ha": -480.38806, "charge": 0, "symbols": ["C", "C", "C", "C", "C", "C", "H", "H", "H", "H", "H", "H", "C", "C", "C", "N", "C", "C", "H", "H", "H", "H", "H"], "xyz": [[-1.39, -0.07, -2.09], [-1.43, 0.25, -0.75], [-0.85, 1.46, -0.28], [-0.18, 2.31, -1.09], [-0.05, 1.92, -2.47], [-0.74, 0.76, -2.97], [-1.83, -1.00, -2.52], [-1.69, -0.52, 0.10], [-0.93, 1.67, 0.82], [0.26, 3.19, -0.66], [0.56, 2.59, -3.08], [-0.73, 0.62, -4.06], [1.28, -1.93, 2.58], [1.44, -0.60, 2.65], [0.78, 0.25, 1.74], [0.30, -0.20, 0.53], [0.20, -1.57, 0.46], [0.59, -2.44, 1.45], [1.78, -2.58, 3.38], [1.81, -0.09, 3.54], [0.69, 1.40, 1.92], [-0.35, -1.84, -0.46], [0.50, -3.58, 1.26]], "nbo_charge": [-0.277, -0.160, -0.144, -0.276, -0.200, -0.238, 0.214, 0.222, 0.201, 0.210, 0.207, 0.214, -0.167, -0.274, 0.057, -0.435, 0.007, -0.258, 0.230, 0.222, 0.200, 0.215, 0.231]}